Computed, not measured: a 13-piece molecular cluster, C74H212N35O11P11 overall, with ωB97M-V/def2-TZVPD.

```
343
Properties=species:S:1:pos:R:3:forces:R:3:lowdin_charge:R:1
C 3.804059 0.493071 7.319401 0.589 0.250 -0.016 -0.116
C 2.532724 0.680906 6.521110 -0.207 0.789 -0.154 -0.243
C 2.676203 1.851600 5.489019 0.529 -0.349 0.933 -0.150
C 3.837174 1.639683 4.583199 -4.459 0.783 3.218 -0.231
N 4.663052 1.618131 3.835114 3.651 -0.352 -3.039 0.196
H 4.606832 0.067137 6.715734 -0.048 -0.158 0.033 0.050
H 3.632857 -0.130296 8.186313 0.028 -0.319 0.120 0.073
H 4.205281 1.444656 7.694538 -0.278 -0.042 -0.063 0.084
H 1.732561 0.934659 7.234411 0.046 -0.005 -0.461 0.112
H 2.234767 -0.238189 5.997744 0.106 0.193 0.112 0.100
H 2.847216 2.819601 6.015318 -0.019 -0.694 -0.268 0.131
H 1.753664 1.970149 4.930534 0.041 -0.057 -0.389 0.097
C -2.723154 -2.282277 -3.116728 -1.470 -1.081 1.443 -0.106
C -2.681505 -0.992950 -3.853627 -0.929 -0.655 -0.421 -0.248
C -3.887058 -0.091648 -3.523632 0.148 0.715 -1.877 -0.162
C -5.157513 -0.645949 -4.105700 1.029 -0.050 0.716 -0.230
N -6.086164 -1.191808 -4.509097 0.008 0.255 -0.057 0.149
H -1.977049 -2.988501 -3.410859 0.558 -0.414 -0.336 0.049
H -3.685982 -2.834701 -3.123605 0.301 0.373 -0.592 0.065
H -2.605719 -2.112612 -2.039961 0.362 0.134 0.017 0.080
H -2.709994 -1.144630 -4.938225 0.053 -0.087 0.120 0.104
H -1.727532 -0.556286 -3.644899 0.198 0.840 0.106 0.066
H -3.640044 0.850386 -4.065596 -0.484 -0.326 0.557 0.083
H -4.046410 0.146175 -2.483999 0.073 -0.117 0.458 0.088
O 6.921406 1.688592 -1.948808 -0.054 -0.137 -0.209 -0.300
P 6.754755 0.266688 -1.569246 1.439 0.063 -0.558 0.522
N 5.702173 -0.689022 -2.427679 0.046 -1.029 -0.388 -0.291
C 4.309759 -0.350416 -2.466967 -1.047 1.526 0.491 -0.146
C 6.033201 -1.468261 -3.648266 -0.118 -0.701 0.671 -0.076
N 6.289321 0.249726 0.022685 0.066 -1.024 1.658 -0.267
C 6.787708 1.241685 1.018719 -0.421 0.496 0.182 -0.098
C 5.847967 -0.997584 0.696296 -0.436 -0.205 -1.158 -0.110
N 8.180235 -0.606667 -1.864638 -0.336 0.613 0.450 -0.325
C 8.369617 -1.970220 -1.397682 0.292 0.710 1.173 -0.123
C 9.400703 0.145381 -2.092289 0.495 -0.190 0.457 -0.123
H 3.615209 -1.228925 -2.462162 0.675 0.605 -0.026 0.080
H 4.143316 0.262881 -3.385181 -0.342 -0.423 0.460 0.094
H 4.072606 0.327861 -1.594110 0.132 -0.776 -0.892 0.065
H 7.062544 -1.755327 -3.711338 0.724 0.413 0.119 0.059
H 5.752369 -0.959971 -4.571942 -0.101 0.224 0.119 0.086
H 5.538599 -2.456807 -3.618007 -0.377 0.523 0.073 0.088
H 7.473411 0.844092 1.831472 -0.780 -0.042 -1.126 0.100
H 7.281181 2.097081 0.549889 0.059 -0.387 -0.289 0.066
H 5.902666 1.685383 1.518282 0.489 -0.446 0.016 0.030
H 6.645879 -1.594833 1.162739 0.073 0.432 0.039 0.076
H 5.073022 -0.783607 1.455830 0.413 0.020 -0.390 0.060
H 5.416333 -1.640569 -0.105950 0.064 0.319 0.752 0.058
H 8.725920 -2.029632 -0.318330 -0.037 0.140 -1.125 0.095
H 7.416313 -2.467964 -1.398271 -0.346 -0.492 -0.255 0.054
H 9.090296 -2.457132 -2.058011 -0.099 -0.230 0.143 0.083
H 9.999459 -0.391526 -2.859863 -0.119 0.488 0.466 0.089
H 10.001331 0.312714 -1.163234 -0.188 -0.525 -0.483 0.089
H 9.144719 1.146280 -2.402776 -0.088 0.147 -0.495 0.055
O -3.266193 6.354639 1.239154 0.213 -0.113 0.362 -0.301
P -1.883829 5.909333 1.543448 0.599 -0.419 -0.511 0.508
N -1.038916 5.461306 0.169686 1.182 -1.388 -0.348 -0.284
C -0.907605 6.450380 -0.895886 -0.854 -0.403 0.717 -0.104
C 0.055427 4.401343 0.015329 -1.022 1.444 0.732 -0.074
N -1.706887 4.485708 2.418680 -0.331 -0.066 0.399 -0.301
C -1.579958 4.329654 3.877186 -0.341 -0.350 -0.931 -0.090
C -2.463524 3.361169 1.838299 0.718 0.229 -0.145 -0.114
N -1.002077 7.132435 2.216045 0.020 0.997 0.740 -0.284
C 0.457283 7.132544 2.139752 0.880 0.373 0.030 -0.110
C -1.624674 8.380360 2.731614 -1.553 -1.418 0.552 -0.093
H -0.832832 5.924497 -1.836851 0.118 -0.102 -0.427 0.059
H -0.030531 7.071415 -0.736679 0.114 0.348 -0.144 0.075
H -1.847480 6.996785 -0.909112 0.174 0.528 -0.140 0.075
H -0.211676 3.817897 -0.872873 0.383 0.355 -0.016 0.050
H 0.033482 3.691063 0.854100 0.141 0.451 -0.155 0.072
H 1.043180 4.948451 -0.060606 -0.968 -0.897 -0.094 0.059
H -2.558819 4.141152 4.353882 0.188 0.117 -0.138 0.076
H -0.955020 3.431578 4.064545 -0.134 0.570 0.066 0.080
H -1.156220 5.225758 4.293613 0.362 0.255 0.307 0.064
H -2.483854 3.501021 0.745412 -0.409 -0.070 0.394 0.059
H -1.876116 2.431008 1.991649 -0.637 0.224 0.178 0.087
H -3.475677 3.352929 2.288610 0.340 -0.457 -0.401 0.078
H 0.900422 8.130754 1.920136 -0.787 -0.375 -0.286 0.093
H 1.011232 6.885817 3.070494 -0.682 -0.386 -0.129 0.080
H 0.790125 6.461663 1.336208 0.000 0.264 0.423 0.039
H -1.262555 9.227212 2.188606 0.420 0.581 -0.226 0.066
H -1.482169 8.482205 3.815710 0.470 0.150 -0.204 0.074
H -2.750145 8.371566 2.639452 1.244 -0.338 -0.342 0.086
O 1.217329 -3.426191 3.035442 -1.347 -0.458 0.870 -0.312
P 0.062655 -4.157903 3.687730 2.306 1.408 1.830 0.554
N -0.312591 -5.571385 3.012052 -0.171 -1.109 0.088 -0.292
C 0.634256 -6.671591 3.187965 -0.243 -0.977 -1.026 -0.102
C -1.281509 -5.691329 1.931805 -0.436 -0.443 0.951 -0.100
N -1.290814 -3.212369 3.814359 -0.124 0.654 -1.243 -0.286
C -1.056915 -1.772961 3.805422 -0.736 0.410 -0.143 -0.097
C -2.547662 -3.593224 4.385303 0.621 -2.328 0.961 -0.113
N 0.487641 -4.580337 5.307940 -0.429 -0.609 -0.818 -0.278
C -0.215644 -5.602539 6.091618 0.793 -0.332 -0.719 -0.128
C 1.440557 -3.786024 6.083086 -0.107 -0.201 -0.812 -0.107
H 1.589820 -6.340442 3.543820 0.460 0.408 0.221 0.070
H 0.823002 -7.157752 2.197600 -0.190 0.388 0.635 0.090
H 0.306205 -7.477029 3.873802 -0.240 0.455 -0.238 0.084
H -1.766019 -6.669680 2.064870 -0.278 0.300 -0.075 0.085
H -0.843014 -5.713506 0.940313 0.149 0.431 -0.149 0.059
H -2.007846 -4.874672 2.070342 0.261 -0.507 -0.578 0.064
H -1.917832 -1.229781 3.369699 0.520 -0.498 -0.097 0.055
H -0.982118 -1.357666 4.820509 0.376 -0.208 0.107 0.088
H -0.169944 -1.590179 3.208212 -0.030 0.323 0.117 0.043
H -2.631233 -3.274067 5.403579 -0.020 0.694 0.889 0.076
H -3.429528 -3.252335 3.874724 -0.099 0.212 -0.444 0.048
H -2.572264 -4.707490 4.522083 -0.204 0.766 -0.585 0.098
H 0.432257 -6.330124 6.596210 0.531 0.622 0.243 0.088
H -0.882789 -5.170230 6.787262 -0.652 0.603 1.153 0.060
H -0.813711 -6.296121 5.534118 -0.481 0.095 -1.063 0.053
H 2.143642 -4.487285 6.489895 0.392 -0.251 0.872 0.066
H 0.990390 -3.134729 6.867460 0.195 -0.386 -0.518 0.090
H 2.056298 -3.237373 5.371709 -0.249 0.498 0.066 0.052
O 3.853044 -5.104618 -3.324045 0.251 0.472 0.118 -0.288
P 2.855827 -5.634308 -2.376006 0.518 0.346 0.599 0.559
N 2.896745 -4.835426 -0.856684 -1.334 -0.848 -2.737 -0.287
C 3.841784 -3.772757 -0.717535 0.741 -0.291 1.380 -0.133
C 2.320880 -5.534472 0.260531 0.490 -0.683 0.664 -0.124
N 3.100546 -7.238145 -1.864613 -0.463 0.082 -0.548 -0.306
C 2.840490 -8.355135 -2.750306 -0.518 -0.506 -0.101 -0.115
C 4.325569 -7.495443 -1.143576 1.012 1.519 0.322 -0.136
N 1.349840 -5.548210 -3.054339 -0.081 -1.951 2.194 -0.292
C 0.895397 -4.587462 -3.990625 0.291 1.109 -0.222 -0.115
C 0.263004 -6.188337 -2.285603 -0.408 0.774 -0.982 -0.098
H 4.039986 -3.706100 0.380251 0.167 0.363 -0.857 0.084
H 3.535808 -2.806082 -1.110544 -0.259 0.016 0.074 0.033
H 4.736328 -4.058906 -1.258933 0.534 0.208 0.094 0.069
H 2.067515 -4.876306 1.088164 -0.145 0.263 0.016 0.064
H 3.081296 -6.252682 0.612662 -0.401 -0.007 0.464 0.071
H 1.437907 -6.134949 -0.023763 0.479 0.626 0.247 0.056
H 1.785411 -8.358463 -3.066477 0.474 -0.166 -0.031 0.077
H 3.512249 -8.412021 -3.607262 -0.046 0.449 -0.382 0.084
H 3.091383 -9.281720 -2.214884 -0.553 0.157 0.131 0.086
H 4.186491 -8.051838 -0.234322 -0.367 -0.735 0.277 0.076
H 5.104934 -7.970765 -1.756077 -0.262 0.090 -0.011 0.096
H 4.739143 -6.540687 -0.785454 0.101 -0.175 -0.244 0.077
H 1.695769 -3.865147 -4.212119 -0.297 -0.375 -0.276 0.096
H 0.520731 -5.091388 -4.855308 0.057 -0.218 -1.062 0.079
H 0.028792 -4.031674 -3.624095 0.108 0.049 0.367 0.050
H -0.357534 -5.385950 -1.822302 0.069 -0.760 -0.227 0.076
H 0.669577 -6.824176 -1.524517 0.068 -0.335 0.252 0.042
H -0.321102 -6.826144 -2.977262 -0.104 0.406 0.378 0.095
O -6.857881 1.303855 4.005809 0.448 0.146 -0.632 -0.293
P -6.479851 1.757606 2.639565 -0.995 -0.021 -0.537 0.560
N -7.660992 1.399222 1.389147 0.334 0.977 0.950 -0.286
C -7.761787 -0.037211 1.185408 0.332 -0.627 -0.242 -0.148
C -9.012897 1.922018 1.686935 0.440 -0.126 -0.297 -0.116
N -5.108678 0.976820 2.109058 0.818 0.593 -1.024 -0.270
C -4.595487 1.202656 0.742630 -1.586 0.495 -0.458 -0.102
C -4.214424 0.197885 2.964066 -0.173 0.651 0.542 -0.117
N -6.352180 3.419880 2.546461 0.189 -0.106 0.156 -0.291
C -6.001486 4.149279 3.764622 0.080 -1.920 -0.112 -0.094
C -6.480028 4.296194 1.385430 -0.487 -0.797 -0.087 -0.114
H -7.532076 -0.578776 2.087482 -0.051 -0.408 0.678 0.067
H -6.983815 -0.283439 0.492178 0.247 -0.533 -0.605 0.026
H -8.725976 -0.461943 0.823311 0.490 0.961 0.069 0.104
H -9.346595 1.437899 2.599196 -0.486 0.217 0.332 0.077
H -9.631297 1.574484 0.853078 -0.157 0.342 0.184 0.077
H -9.064539 3.018453 1.767901 0.192 -0.440 0.014 0.079
H -3.544385 1.006278 0.640060 0.498 -0.318 0.415 0.039
H -5.151004 0.496670 0.078889 0.484 0.814 -0.038 0.055
H -4.720799 2.259605 0.382647 -0.302 -0.920 0.409 0.070
H -4.846998 -0.554841 3.415345 0.444 -0.524 0.409 0.070
H -3.361179 -0.182670 2.391867 -0.582 -0.102 -0.086 0.029
H -3.735675 0.797822 3.753614 -0.344 0.022 0.018 0.087
H -5.082217 4.645937 3.619703 1.002 1.157 -0.283 0.052
H -6.812331 4.797998 3.985320 -0.532 0.854 0.554 0.076
H -5.804531 3.448510 4.579176 -0.469 0.055 0.015 0.079
H -6.997656 3.688172 0.634436 -0.279 0.600 0.011 0.043
H -5.554979 4.616092 0.925128 0.706 -0.003 0.149 0.059
H -6.993556 5.234347 1.674975 -0.199 -0.602 -0.221 0.100
O 2.694320 6.771306 -0.419548 0.055 -0.791 0.060 -0.304
P 3.716507 5.724175 -0.701722 -0.110 -0.020 -1.031 0.588
N 5.144233 6.549921 -1.070123 0.472 -1.173 0.160 -0.315
C 5.045361 7.815320 -1.736756 0.021 1.219 -0.080 -0.139
C 6.354638 5.804909 -1.467976 -0.404 -0.752 0.202 -0.109
N 3.159281 4.683433 -1.955837 0.755 1.241 1.846 -0.300
C 2.046022 5.102161 -2.765568 0.127 -0.708 -0.443 -0.129
C 3.941772 3.585034 -2.466368 -0.233 0.704 -1.583 -0.120
N 4.183900 4.614808 0.456621 0.070 0.257 0.158 -0.266
C 5.002378 5.077953 1.583358 1.257 -0.362 -0.518 -0.103
C 3.349908 3.429402 0.720786 -0.239 0.612 0.708 -0.095
H 4.041589 8.272876 -1.593310 0.931 -0.154 0.267 0.081
H 5.183973 7.727850 -2.819760 0.051 -0.177 -0.144 0.075
H 5.897525 8.443298 -1.367004 -0.944 -0.079 -0.253 0.095
H 6.266519 5.474712 -2.511996 0.138 -0.017 0.082 0.080
H 6.405210 4.918720 -0.827195 0.139 -0.034 -0.291 0.063
H 7.335757 6.311975 -1.372620 -0.845 0.381 0.190 0.091
H 2.397151 5.559446 -3.696453 -0.159 0.232 -0.096 0.092
H 1.454235 4.213470 -3.063387 0.253 0.289 0.315 0.063
H 1.422445 5.773912 -2.197126 -0.133 0.273 -0.084 0.048
H 4.371563 3.820863 -3.472799 -0.259 -0.059 0.488 0.101
H 4.782822 3.344000 -1.854723 0.341 -0.432 0.634 0.051
H 3.247170 2.765238 -2.626563 0.194 -0.598 0.109 0.058
H 5.737448 5.816333 1.278152 -0.375 0.443 -0.386 0.071
H 4.498609 5.464953 2.439415 -1.000 0.373 0.483 0.070
H 5.680783 4.320995 1.979717 -0.386 -0.756 -0.207 0.075
H 2.529028 3.649277 1.443465 0.375 0.021 -0.379 0.089
H 3.968229 2.674041 1.207307 0.074 -0.131 -0.282 0.049
H 2.887557 3.070371 -0.199901 0.308 0.003 0.280 0.039
O -5.398223 5.272330 -4.671424 -0.727 -0.554 0.878 -0.300
P -6.078700 4.816677 -3.415607 0.498 0.183 0.331 0.603
N -7.203945 6.015076 -2.909704 0.304 -0.479 0.802 -0.279
C -7.077243 7.358607 -3.487999 -0.901 -0.007 -0.973 -0.136
C -7.663235 6.024414 -1.492553 1.011 0.263 -0.048 -0.111
N -5.038359 4.462674 -2.073262 -0.825 1.002 -0.801 -0.279
C -4.157139 3.306178 -2.201550 -0.154 -0.007 0.382 -0.106
C -4.251638 5.613030 -1.651091 -0.157 0.450 0.499 -0.126
N -6.844829 3.344056 -3.518722 0.643 0.392 -0.617 -0.300
C -7.242007 2.645704 -2.332012 1.084 -0.601 1.436 -0.135
C -7.130376 2.723387 -4.839464 -0.773 1.295 1.740 -0.064
H -7.975960 8.013274 -3.346892 0.696 -0.713 0.780 0.095
H -7.096550 7.301078 -4.577754 0.527 -0.318 0.019 0.068
H -6.154665 7.836167 -3.181207 0.063 0.450 0.169 0.070
H -7.193384 6.867419 -0.952806 -0.196 -0.090 -0.238 0.085
H -7.300795 5.148838 -0.953046 -0.202 -0.025 -0.289 0.023
H -8.741014 6.106565 -1.355153 -0.084 -0.037 -0.394 0.079
H -4.743720 2.429412 -2.492783 0.345 0.160 -0.089 0.057
H -3.338326 3.513050 -2.902482 -0.092 -0.274 -0.160 0.078
H -3.693759 3.098863 -1.213588 -0.311 0.192 -0.503 0.058
H -4.811100 6.547024 -1.526272 -0.398 -0.419 0.224 0.085
H -3.736490 5.395142 -0.717468 -0.173 0.069 0.088 0.043
H -3.507492 5.883316 -2.371160 0.797 -0.049 -0.806 0.062
H -8.271076 2.384904 -2.320447 -1.304 0.138 -0.033 0.070
H -6.746559 1.656013 -2.230342 0.128 0.303 -0.211 0.078
H -6.973132 3.191979 -1.379953 -0.408 -0.535 -1.324 0.063
H -6.623301 3.347150 -5.554424 0.129 -0.130 -0.566 0.052
H -8.212469 2.786101 -4.970560 -0.042 -0.202 -0.428 0.085
H -6.829278 1.692636 -4.832997 0.345 -0.507 -0.173 0.057
O -1.344512 1.582052 -4.528278 -0.015 -0.700 0.674 -0.279
P -1.449220 2.190496 -5.858899 0.089 -0.209 -1.116 0.507
N -2.816719 2.037625 -6.788624 -0.504 -1.318 0.291 -0.267
C -3.207314 0.663927 -7.190810 0.772 -0.826 0.384 -0.092
C -3.993330 2.723210 -6.316261 -1.211 1.346 -0.063 -0.139
N -0.326398 1.486454 -6.883316 -0.212 0.496 -0.116 -0.287
C -0.125968 1.901073 -8.273903 1.212 0.899 0.847 -0.103
C 0.800336 0.815655 -6.257208 0.871 0.010 -1.474 -0.110
N -1.387309 3.800566 -5.637670 0.174 2.122 0.656 -0.282
C -1.001727 4.417165 -4.366791 1.354 -1.740 -0.120 -0.087
C -1.417543 4.797462 -6.676011 0.592 -0.085 -1.135 -0.117
H -3.268137 0.549839 -8.263990 -0.133 0.227 -0.395 0.076
H -4.169946 0.365744 -6.755856 0.129 0.296 -0.039 0.076
H -2.488762 -0.113914 -6.856921 -0.178 0.655 -0.116 0.076
H -3.783608 3.775872 -6.073001 -0.288 -0.299 -0.529 0.069
H -4.456147 2.358800 -5.398354 0.357 -0.569 0.348 0.051
H -4.818804 2.604865 -7.052062 0.669 0.482 0.129 0.103
H 0.787272 2.521616 -8.312346 -0.181 -0.039 -0.137 0.088
H 0.051507 1.097349 -8.965830 -0.123 -0.797 -0.042 0.073
H -0.916420 2.512655 -8.660854 -0.647 0.145 0.052 0.060
H 1.648147 1.423025 -5.909784 -0.142 0.578 -0.424 0.081
H 0.434456 0.386138 -5.370939 -0.346 -1.217 0.931 0.036
H 1.228715 0.103928 -7.008644 -0.446 0.189 0.875 0.100
H 0.084166 4.628236 -4.329876 -0.567 0.171 -0.237 0.070
H -1.552461 5.289017 -4.162870 -0.810 1.290 -0.098 0.066
H -1.203837 3.729936 -3.565676 -0.014 -0.411 0.389 0.049
H -1.843349 4.339096 -7.558413 0.111 0.036 -0.470 0.066
H -0.404577 5.192090 -6.894608 -0.270 -0.311 -0.065 0.094
H -2.019964 5.683640 -6.492862 -0.360 -0.124 0.668 0.088
O 5.248333 -4.619840 6.228131 1.548 0.453 -1.475 -0.318
P 6.275221 -4.079784 5.252196 -2.014 0.884 -0.155 0.561
N 7.226738 -5.159578 4.426246 -1.642 0.809 -0.282 -0.350
C 7.465930 -6.352504 5.154052 1.522 -0.798 1.763 -0.145
C 7.662859 -5.107096 3.049969 0.470 -0.845 0.697 -0.114
N 7.385194 -3.168920 6.063344 -0.119 0.500 -0.109 -0.311
C 8.546967 -2.554091 5.462468 1.778 -0.902 0.915 -0.110
C 7.231151 -2.774204 7.421561 -0.804 -1.080 2.012 -0.140
N 5.591177 -3.061862 3.998857 -0.271 0.040 0.607 -0.259
C 5.129230 -1.697536 4.490690 1.207 -1.223 0.200 -0.104
C 4.500626 -3.744184 3.191319 0.953 -0.101 0.977 -0.102
H 8.596144 -6.553196 5.128389 -1.465 -0.175 0.002 0.104
H 6.881961 -7.243151 4.812563 0.472 0.608 0.162 0.093
H 7.209995 -6.127294 6.240960 0.264 -0.705 -1.290 0.090
H 8.761835 -5.240573 3.118358 -0.373 -0.140 -0.642 0.087
H 7.466014 -4.125072 2.645941 -0.279 0.045 -0.347 0.056
H 7.185471 -5.951167 2.495301 0.468 0.757 -0.077 0.093
H 8.639226 -1.514055 5.801059 -0.358 0.109 -0.731 0.081
H 9.482479 -3.004383 5.910363 -0.722 0.126 -0.261 0.096
H 8.682182 -2.733780 4.395213 -0.562 0.414 0.022 0.072
H 7.996962 -3.156229 8.101143 0.674 -0.179 -0.390 0.083
H 7.245337 -1.722385 7.577189 -0.108 1.233 -0.201 0.063
H 6.339999 -3.171862 7.939984 -0.019 0.168 -0.946 0.087
H 4.425751 -1.755762 5.331559 -0.193 -0.114 -0.290 0.067
H 5.994631 -1.113497 4.850003 -0.226 -0.302 -0.237 0.073
H 4.715336 -1.177770 3.639690 -0.263 0.146 -0.068 0.035
H 3.866601 -4.320149 3.883106 -0.092 0.105 -0.471 0.069
H 4.950047 -4.403272 2.435995 -0.007 -0.016 0.311 0.061
H 3.892383 -3.021188 2.649527 0.053 0.110 0.292 0.037
O -1.338364 -0.175393 1.218826 0.065 0.278 0.582 -0.295
P -0.136994 -0.279682 0.364122 -0.699 -0.212 -1.526 0.548
N -0.282098 -1.698044 -0.539198 1.337 1.428 -2.031 -0.261
C 0.444708 -1.903716 -1.848236 -0.289 0.046 1.314 -0.068
C -0.681302 -2.948358 0.048885 0.041 -0.071 0.337 -0.117
N 1.329325 -0.395879 1.108564 -0.020 1.168 0.245 -0.269
C 1.723078 0.416617 2.257136 0.120 0.256 -0.831 -0.093
C 2.415585 -1.196752 0.608528 0.403 -0.432 1.288 -0.109
N -0.108007 1.066177 -0.685063 0.587 -0.630 0.233 -0.231
C 1.150081 1.472964 -1.369709 -0.658 0.456 -0.071 -0.109
C -1.388251 1.341365 -1.436978 0.078 -1.297 2.438 -0.072
H -0.259434 -2.298218 -2.555465 -0.410 0.039 -0.353 0.025
H 1.215555 -2.683457 -1.760679 0.096 0.177 0.196 0.065
H 0.893421 -1.002491 -2.273445 -0.120 0.041 0.340 0.073
H -0.991449 -3.632912 -0.745991 -0.173 0.214 0.254 0.050
H -1.518225 -2.759293 0.729423 0.172 -0.303 -0.068 0.074
H 0.156028 -3.408280 0.591388 -0.120 -0.102 0.164 0.069
H 2.620113 1.036959 2.123710 -0.021 -0.328 -0.448 0.061
H 0.957422 1.093068 2.531802 -1.118 0.696 0.154 0.065
H 1.886715 -0.214212 3.098578 0.302 -0.789 0.825 0.066
H 2.909102 -1.530439 1.573501 -0.067 -0.055 -1.389 0.082
H 2.005614 -2.068067 0.099393 0.328 0.113 0.054 0.052
H 3.144255 -0.637855 -0.027841 -0.510 -0.413 0.475 0.063
H 1.265242 2.571829 -1.368641 -0.081 -0.404 0.264 0.039
H 2.115126 1.049045 -1.005611 -1.113 -0.014 0.051 0.065
H 1.002230 1.231853 -2.412215 0.403 -0.278 -0.644 0.067
H -1.355747 0.988437 -2.437162 0.269 -0.017 -0.916 0.024
H -1.705742 2.381594 -1.393420 0.342 0.101 -0.007 0.050
H -2.159238 0.727751 -0.884370 0.621 0.751 -0.629 0.076
O -2.781921 -4.969386 -0.415602 -0.488 -0.018 0.256 -0.304
P -4.245370 -4.761104 -0.285156 -0.022 0.563 -1.312 0.528
N -4.941239 -5.794775 0.762584 -0.883 -0.436 0.856 -0.310
C -6.206226 -5.561218 1.446523 0.533 0.032 0.958 -0.106
C -4.467048 -7.150992 0.832993 0.743 -0.506 0.702 -0.120
N -4.936044 -5.011554 -1.818425 0.161 -0.624 0.373 -0.296
C -4.069407 -5.659076 -2.815101 -0.589 0.305 -0.907 -0.125
C -6.326247 -5.465046 -1.909354 -0.488 0.166 0.313 -0.117
N -4.836458 -3.295520 0.217454 0.371 0.462 0.455 -0.276
C -4.539104 -2.703035 1.549605 1.427 -1.465 -0.745 -0.072
C -5.497124 -2.356255 -0.671133 2.235 0.125 -1.030 -0.102
H -6.972379 -6.316407 1.233144 -0.053 0.412 -0.657 0.086
H -6.485593 -4.514909 1.333471 -0.496 -0.327 -0.403 0.070
H -6.074600 -5.674840 2.529805 0.311 -0.055 0.108 0.081
H -4.365865 -7.424599 1.914985 0.008 -0.037 -0.783 0.093
H -3.463997 -7.189125 0.364270 -0.596 -0.202 0.249 0.077
H -5.149089 -7.881490 0.357148 0.205 0.316 0.075 0.085
H -3.025382 -5.435110 -2.631369 -0.010 0.288 0.014 0.044
H -4.128401 -6.774732 -2.859850 -0.364 0.654 0.153 0.091
H -4.401554 -5.210598 -3.785977 0.548 -0.712 0.424 0.094
H -7.023204 -4.782338 -1.363596 0.599 -0.595 -0.321 0.090
H -6.671808 -5.534126 -2.937456 0.229 0.667 -0.376 0.077
H -6.492503 -6.511940 -1.605099 0.275 0.206 0.635 0.077
H -3.703637 -1.983462 1.520203 -0.415 -0.040 -0.424 0.072
H -5.428317 -2.221631 1.908399 -0.437 0.163 0.472 0.073
H -4.145130 -3.489740 2.231073 -0.829 0.344 -0.467 0.065
H -6.501164 -2.221679 -0.401290 -1.744 -0.123 0.064 0.055
H -5.315606 -2.702835 -1.706587 -0.729 0.358 0.527 0.069
H -5.049641 -1.349174 -0.583983 0.163 -0.432 -0.030 0.064
```
Forces are in eV/Å.

Computed properties:
- Multiplicity: 1
- Net charge: 0
- HOMO-LUMO gap: 8.60 eV
- E_HOMO: -8.18 eV
- LUMO level: 0.420 eV